[1]
Here is a structure of composition C27H31F4N6OsS3 at a distorted geometry from the Open Molecules 2025 dataset. Energies are from ωB97M-V/def2-TZVPD.

Last column: Löwdin charge in e.
Geometry (Å):
Os1 0.558 0.426 -0.266  1.337
C1 -2.311 0.990 1.226  -0.107
C2 -1.896 2.202 0.408  -0.210
N1 -0.982 1.912 -0.746  -0.300
C3 -1.796 1.420 -1.900  -0.241
C4 -0.965 0.984 -3.102  -0.066
C5 -0.293 3.183 -1.097  -0.144
C6 0.889 3.359 -0.172  -0.173
N2 1.644 2.108 -0.182  -0.123
C7 2.996 2.189 0.121  -0.167
C8 3.923 1.456 -0.639  -0.150
F1 3.451 0.782 -1.704  0.074
C9 5.281 1.498 -0.405  -0.201
F2 6.083 0.755 -1.161  0.135
C10 5.791 2.306 0.593  0.128
C11 4.908 3.068 1.337  -0.197
F3 5.362 3.844 2.306  0.151
C12 3.542 3.017 1.113  -0.139
F4 2.721 3.713 1.909  0.107
H1 -2.828 1.323 2.126  0.103
H2 -1.440 0.404 1.548  0.013
H3 -2.991 0.333 0.688  0.050
H4 -1.388 2.913 1.059  0.098
H5 -2.781 2.707 0.014  0.144
H6 -2.491 2.207 -2.204  0.144
H7 -2.384 0.580 -1.535  0.061
H8 -0.063 0.444 -2.784  0.023
H9 -0.654 1.822 -3.723  0.088
H10 -1.547 0.315 -3.734  0.099
H11 -0.979 4.027 -1.011  0.153
H12 0.056 3.129 -2.126  0.128
H13 0.564 3.617 0.839  0.109
H14 1.514 4.180 -0.526  0.154
H15 6.856 2.374 0.773  0.162
C13 0.380 2.186 3.544  -0.017
C14 1.134 0.938 3.326  -0.515
N3 1.292 0.319 2.189  0.047
C15 2.096 -0.782 2.334  -0.264
C16 2.539 -1.011 3.641  -0.222
S1 1.953 0.175 4.678  1.267
C17 2.473 -1.532 1.190  -0.277
C18 3.329 -2.620 1.191  -0.225
S2 3.603 -3.160 -0.384  1.257
C19 2.551 -1.926 -0.999  -0.583
N4 2.023 -1.169 -0.069  -0.090
C20 2.350 -1.781 -2.461  -0.050
H16 -0.321 2.363 2.733  0.063
H17 1.075 3.031 3.602  0.110
H18 -0.158 2.156 4.493  0.113
H19 3.171 -1.809 4.005  0.113
H20 3.803 -3.095 2.038  0.113
H21 2.448 -2.740 -2.972  0.105
H22 3.135 -1.138 -2.868  0.108
H23 1.390 -1.322 -2.695  0.071
N5 -0.481 -3.697 -1.827  0.141
C21 -1.493 -3.083 -1.204  -0.744
S3 -1.289 -1.614 -0.346  0.705
N6 -2.660 -3.721 -1.207  0.086
C22 -3.955 -3.305 -0.781  -0.249
C23 -4.446 -2.022 -1.016  -0.062
C24 -5.709 -1.675 -0.573  -0.060
C25 -6.498 -2.605 0.090  -0.049
C26 -6.025 -3.896 0.283  -0.046
C27 -4.766 -4.254 -0.165  -0.010
H24 0.438 -3.318 -1.782  0.052
H25 -0.612 -4.553 -2.346  0.137
H26 -2.626 -4.686 -1.510  0.167
H27 -3.859 -1.334 -1.606  0.087
H28 -6.102 -0.687 -0.775  0.115
H29 -7.490 -2.335 0.424  0.120
H30 -6.641 -4.621 0.796  0.122
H31 -4.405 -5.265 -0.012  0.123

## Properties
HOMO-LUMO gap (spin up / spin down), eV: 5.9 / 2.8
2S+1: 5
HOMO (spin up / spin down), eV: -15.52 / -15.52
Total charge: +3
Largest force on an atom, Eh/bohr: 0.0242
E, a.u.: -3059.68731
<S²>: 6.0405


[2]
Here is a cluster of 8 separate species, C20H56O16S8 in total at a distorted geometry from the Open Molecules 2025 dataset. Energies are from ωB97M-V/def2-TZVPD.

Last column: Löwdin charge in e.
Geometry (Å):
O1 0.765 -1.061 -0.182  -0.324
S1 0.753 0.374 -0.478  0.700
O2 1.789 1.313 0.003  -0.303
O3 0.771 0.490 -2.093  -0.268
C1 -0.205 -0.123 -2.881  -0.306
C2 -1.018 0.907 -3.637  -0.055
C3 -1.039 0.901 0.033  -0.074
H1 -0.863 -0.716 -2.246  0.110
H2 0.296 -0.859 -3.509  0.127
H3 -1.829 0.450 -4.204  0.084
H4 -0.477 1.488 -4.384  0.081
H5 -1.393 1.575 -2.862  0.063
H6 -1.418 1.665 -0.646  0.044
H7 -0.943 1.441 0.975  0.056
H8 -1.777 0.112 0.178  0.065
O4 7.379 -3.712 2.097  -0.326
S2 7.810 -2.285 2.176  0.692
O5 9.154 -2.004 2.708  -0.302
O6 7.752 -1.619 0.678  -0.278
C4 6.868 -2.286 -0.233  -0.259
C5 6.916 -1.351 -1.513  -0.058
C6 6.493 -1.267 2.992  -0.099
H9 5.869 -2.556 0.109  0.115
H10 7.294 -3.229 -0.574  0.108
H11 6.433 -0.388 -1.343  0.069
H12 6.429 -1.786 -2.385  0.067
H13 7.928 -1.156 -1.869  0.074
H14 6.644 -1.406 4.063  0.063
H15 5.503 -1.597 2.679  0.066
H16 6.644 -0.214 2.755  0.068
O7 -7.210 -0.038 -0.117  -0.302
S3 -7.909 -0.717 -1.214  0.688
O8 -7.569 -0.408 -2.592  -0.299
O9 -7.735 -2.341 -0.961  -0.271
C7 -8.274 -3.180 -1.911  -0.347
C8 -7.189 -4.120 -2.366  -0.059
C9 -9.772 -0.628 -0.991  -0.095
H17 -8.800 -2.712 -2.743  0.118
H18 -9.027 -3.677 -1.298  0.126
H19 -7.694 -4.851 -2.998  0.082
H20 -6.847 -4.696 -1.507  0.078
H21 -6.264 -3.712 -2.774  0.088
H22 -10.119 -1.386 -0.290  0.066
H23 -10.258 -0.778 -1.955  0.061
H24 -10.143 0.319 -0.599  0.065
O10 0.078 3.016 7.176  -0.318
S4 0.765 3.342 8.464  0.693
O11 0.065 4.036 9.534  -0.284
O12 1.412 1.984 9.120  -0.252
C10 2.036 1.155 8.223  -0.364
C11 2.648 0.003 9.013  -0.054
C12 2.355 4.170 8.055  -0.101
H25 2.798 1.603 7.585  0.109
H26 1.329 0.709 7.524  0.121
H27 3.374 0.356 9.745  0.084
H28 3.130 -0.711 8.345  0.079
H29 1.751 -0.531 9.327  0.086
H30 1.951 5.177 7.954  0.066
H31 2.736 3.760 7.120  0.061
H32 3.031 3.957 8.884  0.076
C13 -4.545 -3.423 4.610  -0.291
S5 -2.774 -3.325 4.838  0.820
O13 -2.472 -3.766 6.274  -0.575
C14 -2.300 -4.717 3.735  -0.258
H33 -5.154 -3.030 5.424  0.057
H34 -4.771 -4.489 4.578  0.046
H35 -4.956 -2.936 3.726  0.053
H36 -1.218 -4.658 3.618  0.044
H37 -2.726 -4.462 2.765  0.045
H38 -2.618 -5.684 4.126  0.059
C15 4.098 5.092 -4.912  -0.237
S6 4.884 5.569 -3.259  0.815
O14 5.876 6.685 -3.537  -0.587
C16 3.357 6.261 -2.369  -0.237
H39 3.577 5.992 -5.240  0.038
H40 3.349 4.317 -4.751  0.043
H41 4.908 4.894 -5.614  0.045
H42 3.614 6.961 -1.574  0.043
H43 2.680 5.527 -1.931  0.043
H44 2.877 6.892 -3.117  0.036
C17 -3.511 7.611 -6.823  -0.247
S7 -2.433 6.733 -5.577  0.841
O15 -1.344 7.797 -5.222  -0.598
C18 -3.720 6.731 -4.274  -0.282
H45 -4.524 7.211 -6.791  0.044
H46 -3.055 7.513 -7.809  0.044
H47 -3.479 8.664 -6.541  0.053
H48 -4.529 6.087 -4.616  0.043
H49 -4.103 7.752 -4.269  0.047
H50 -3.506 6.429 -3.248  0.053
C19 1.176 -6.608 -4.271  -0.251
S8 2.418 -7.980 -4.326  0.808
O16 2.775 -8.152 -5.781  -0.569
C20 3.830 -7.281 -3.450  -0.281
H51 0.307 -6.810 -4.898  0.047
H52 1.684 -5.750 -4.711  0.046
H53 0.741 -6.440 -3.286  0.046
H54 3.561 -7.167 -2.400  0.048
H55 4.160 -6.290 -3.759  0.054
H56 4.687 -7.953 -3.502  0.053

## Properties
HOMO-LUMO gap, eV: 8.4
2S+1: 1
HOMO, eV: -8.63
Largest force on an atom, Eh/bohr: 0.0875
E, a.u.: -5184.61233
ΔE to the lowest compared entry with this formula, charge and spin, eV: 0.029


[3]
Here is a structure of composition C40H43GeN3O2PS2Se2Y at a distorted geometry from the Open Molecules 2025 dataset. Energies are from ωB97M-V/def2-TZVPD.

Last column: Löwdin charge in e.
Geometry (Å):
Y1 -0.368 -0.442 -0.066  1.123
C1 0.808 2.851 -0.642  0.001
C2 -0.306 2.411 0.262  -0.303
N1 -0.022 1.557 1.194  -0.111
N2 -0.947 1.391 2.213  -0.044
C3 -1.347 0.272 2.706  -1.071
S1 -1.152 -1.403 2.206  0.483
S2 -2.336 0.472 4.195  0.882
C4 -3.671 1.557 3.574  -0.401
C5 -4.936 0.795 3.300  -0.292
C6 -5.029 -0.065 2.209  -0.043
C7 -6.195 -0.779 1.981  -0.078
C8 -7.281 -0.651 2.840  -0.097
C9 -7.189 0.193 3.935  -0.089
C10 -6.021 0.909 4.161  -0.050
C11 -1.687 2.838 -0.001  -0.121
C12 -2.049 4.173 -0.172  -0.032
C13 -3.363 4.528 -0.410  -0.097
C14 -4.324 3.520 -0.502  -0.084
C15 -3.978 2.189 -0.377  -0.044
C16 -2.647 1.802 -0.133  -0.371
O1 -2.299 0.539 -0.077  -0.259
H1 1.771 2.774 -0.139  0.077
H2 0.821 2.252 -1.557  0.078
H3 0.639 3.881 -0.955  0.084
H4 -3.837 2.316 4.337  0.074
H5 -3.267 2.046 2.688  0.066
H6 -4.176 -0.197 1.552  0.094
H7 -6.256 -1.441 1.128  0.087
H8 -8.188 -1.213 2.661  0.097
H9 -8.025 0.295 4.616  0.100
H10 -5.953 1.573 5.016  0.109
H11 -1.289 4.941 -0.083  0.113
H12 -3.642 5.568 -0.513  0.096
H13 -5.360 3.783 -0.679  0.105
H14 -4.727 1.410 -0.455  0.114
C17 1.402 -3.043 4.939  -0.210
Ge1 3.021 -2.889 3.866  0.735
C18 3.969 -4.595 3.793  -0.224
C19 4.182 -1.508 4.610  -0.227
C20 2.533 -2.418 2.020  -0.579
Se1 2.030 -0.542 1.810  0.843
C21 3.634 0.019 0.859  -0.368
H15 1.647 -2.957 5.998  0.019
H16 0.917 -4.005 4.772  0.023
H17 0.694 -2.255 4.678  -0.003
H18 4.266 -4.913 4.793  0.017
H19 4.867 -4.510 3.179  0.017
H20 3.330 -5.368 3.363  0.019
H21 4.285 -1.656 5.685  0.018
H22 3.746 -0.523 4.439  0.002
H23 5.177 -1.536 4.162  0.018
H24 1.680 -3.009 1.686  0.003
H25 3.357 -2.613 1.334  0.024
H26 4.506 -0.140 1.489  0.022
H27 3.537 1.081 0.641  0.009
H28 3.722 -0.547 -0.066  0.024
O2 -0.582 0.199 -2.309  -0.402
P1 -1.522 -0.532 -3.250  0.840
C22 -0.620 -1.644 -4.324  -0.303
C23 -1.251 -2.722 -4.942  -0.069
C24 -0.545 -3.507 -5.839  -0.068
C25 0.785 -3.218 -6.116  -0.077
C26 1.416 -2.153 -5.492  -0.087
C27 0.716 -1.365 -4.592  -0.084
C28 -2.738 -1.539 -2.368  -0.275
C29 -2.287 -2.453 -1.408  -0.116
C30 -3.182 -3.226 -0.691  -0.051
C31 -4.542 -3.113 -0.942  -0.064
C32 -4.997 -2.235 -1.913  -0.059
C33 -4.102 -1.446 -2.624  -0.061
C34 -2.404 0.611 -4.311  -0.262
C35 -3.227 1.571 -3.720  -0.065
C36 -3.869 2.512 -4.506  -0.058
C37 -3.693 2.499 -5.885  -0.071
C38 -2.869 1.553 -6.476  -0.071
C39 -2.221 0.608 -5.692  -0.057
H29 -2.287 -2.948 -4.720  0.113
H30 -1.028 -4.351 -6.313  0.107
H31 1.336 -3.840 -6.809  0.108
H32 2.460 -1.950 -5.689  0.110
H33 1.202 -0.541 -4.085  0.112
H34 -1.221 -2.629 -1.275  0.069
H35 -2.816 -3.911 0.063  0.117
H36 -5.246 -3.714 -0.381  0.110
H37 -6.057 -2.157 -2.119  0.110
H38 -4.473 -0.757 -3.371  0.106
H39 -3.348 1.597 -2.644  0.089
H40 -4.499 3.258 -4.039  0.108
H41 -4.194 3.236 -6.499  0.106
H42 -2.727 1.550 -7.548  0.106
H43 -1.575 -0.127 -6.155  0.104
Se2 2.103 -4.225 -2.385  0.567
C40 1.424 -2.882 -1.479  -0.941
N3 0.957 -1.988 -0.871  -0.123

## Properties
HOMO-LUMO gap, eV: 7.7
2S+1: 1
HOMO, eV: -7.79
Largest force on an atom, Eh/bohr: 0.0304
E, a.u.: -9920.80931
ΔE to the lowest compared entry with this formula, charge and spin, eV: 1.924


[4]
Here is a structure of composition C14H10Cl2N4O2STm at a distorted geometry from the Open Molecules 2025 dataset. Energies are from ωB97M-V/def2-TZVPD.

Last column: Löwdin charge in e.
Geometry (Å):
Tm1 0.582 0.321 0.958  1.311
N1 4.172 0.329 3.872  0.105
C1 3.269 0.331 2.894  -0.847
S1 1.592 0.327 3.386  0.564
N2 3.757 0.330 1.663  -0.018
N3 2.867 0.325 0.663  -0.170
C2 3.322 0.341 -0.545  -0.054
C3 2.391 0.336 -1.666  -0.244
C4 2.838 0.332 -2.982  0.012
C5 1.911 0.321 -4.010  -0.014
C6 0.558 0.306 -3.703  -0.022
C7 0.187 0.309 -2.372  -0.093
N4 1.069 0.332 -1.371  -0.010
H1 3.874 0.331 4.830  0.097
H2 5.153 0.327 3.643  0.119
H3 4.392 0.354 -0.723  0.138
H4 3.900 0.337 -3.183  0.128
H5 2.239 0.321 -5.040  0.125
H6 -0.196 0.290 -4.476  0.120
H7 -0.860 0.291 -2.092  0.122
Cl1 -6.718 -0.777 0.666  0.726
C8 -4.998 -0.806 0.694  -0.658
C9 -4.335 -2.046 0.690  -0.072
C10 -2.967 -2.104 0.711  -0.570
Cl2 -2.144 -3.615 0.694  0.766
C11 -2.172 -0.929 0.750  -0.335
O1 -0.876 -1.023 0.790  -0.223
C12 -2.866 0.325 0.747  -0.119
C13 -2.186 1.570 0.789  -0.113
O2 -0.942 1.749 0.838  -0.126
C14 -4.283 0.354 0.719  -0.044
H8 -4.916 -2.958 0.670  0.122
H9 -2.820 2.463 0.774  0.152
H10 -4.796 1.307 0.722  0.125

## Properties
HOMO-LUMO gap (spin up / spin down), eV: 7.0 / 7.0
2S+1: 3
HOMO (spin up / spin down), eV: -11.37 / -11.37
Total charge: +1
Largest force on an atom, Eh/bohr: 0.0356
E, a.u.: -3312.71300
ΔE to the lowest compared entry with this formula, charge and spin, eV: 0.000
<S²>: 2.0022


- Which value of largest force on an atom does entry 1 give?
  0.0242 Eh/bohr